Entry 1:
Computed, not measured: an isolated ion of composition C21H45S and charge +1, with ωB97M-V with the def2-TZVPD basis set.

The geometry in XYZ format:
```
67
Properties=species:S:1:pos:R:3:forces:R:3:nbo_charge:R:1
C -3.034399 4.280843 -0.922421 0.8 -0.6 -0.3 -0.6167
C -3.485303 2.828826 -1.291751 -0.4 0.2 0.8 -0.3892
C -4.728828 2.326196 -0.467239 0.3 -0.4 -1.0 -0.3997
C -5.186732 0.944568 -1.097126 0.7 0.2 1.1 -0.4062
C -4.738926 -0.284716 -0.219150 -0.4 -0.8 -1.0 -0.3902
C -4.317130 -1.451167 -1.209315 0.5 1.5 0.4 -0.4056
C -2.841869 -1.142668 -1.700210 -0.6 -1.0 -0.7 -0.4066
C -1.843450 -2.334495 -1.460032 0.3 1.5 -0.5 -0.4043
C -0.367944 -1.778814 -1.488682 -0.5 0.1 0.2 -0.4048
C -0.021909 -0.909424 -0.232753 0.9 -0.8 0.1 -0.3988
C -0.038930 -1.836118 1.049752 -1.0 0.8 -0.5 -0.4229
C -1.374209 -1.578842 1.863824 1.3 -0.5 0.9 -0.3959
C -0.969132 -0.925754 3.236356 -1.0 0.7 -0.7 -0.3958
C -0.212241 0.450724 3.003394 0.1 -0.8 0.5 -0.4133
C 1.307810 0.355652 3.453941 -0.8 0.4 -0.8 -0.4214
C 2.255503 0.917559 2.306934 0.0 1.2 1.8 -0.5413
S 3.513946 -0.337199 1.829749 -0.3 -0.1 -0.2 0.5840
C 3.887967 -0.262157 -0.004391 0.6 0.5 -1.0 -0.2860
C 3.470480 -1.655854 -0.598070 -0.2 -0.1 0.2 -0.6527
C 5.384738 0.137442 -0.240479 0.4 -0.2 0.2 -0.4151
C 5.927155 -0.219407 -1.668191 0.5 -0.7 0.1 -0.4088
C 7.065241 0.736046 -2.176564 -0.9 0.1 -0.2 -0.6129
H -3.105574 4.456344 0.172051 -0.2 0.0 -0.7 0.2048
H -3.567267 5.064677 -1.503340 0.2 -0.5 0.6 0.2181
H -1.946073 4.359837 -1.168884 -0.8 0.2 0.1 0.2004
H -3.706671 2.741684 -2.378370 0.2 0.2 0.7 0.2028
H -2.649433 2.118787 -1.070883 -0.5 0.5 -0.2 0.1785
H -5.541076 3.086266 -0.477142 0.5 -0.5 0.0 0.2096
H -4.414316 2.157508 0.585009 -0.3 0.2 -0.5 0.1931
H -4.658164 0.846247 -2.074544 -0.7 0.1 0.5 0.1949
H -6.289728 0.888366 -1.229626 0.8 0.1 -0.1 0.2202
H -5.593528 -0.619346 0.407380 0.6 0.3 -0.2 0.2108
H -3.859509 -0.068545 0.427178 -0.7 0.1 -0.3 0.1777
H -4.386298 -2.446462 -0.726900 0.0 0.5 -0.4 0.2064
H -4.998393 -1.358941 -2.084208 0.3 -0.6 0.6 0.2102
H -2.463771 -0.186630 -1.279026 -0.3 -0.6 -0.1 0.1884
H -2.892769 -0.992057 -2.805630 0.2 0.1 0.7 0.2087
H -1.927424 -3.016972 -2.331883 -0.1 0.0 0.8 0.2193
H -2.088865 -2.837337 -0.501298 0.3 0.1 -0.6 0.2000
H 0.304938 -2.667172 -1.548233 -0.1 0.8 0.1 0.2011
H -0.242316 -1.171571 -2.418172 -0.1 -0.5 0.6 0.2099
H -0.700787 -0.031401 -0.131077 0.4 -0.7 -0.1 0.2070
H 1.011499 -0.484933 -0.317413 -0.7 -0.2 -0.3 0.1713
H 0.839209 -1.649916 1.716667 -0.6 -0.1 -0.5 0.1753
H 0.034656 -2.887651 0.696055 -0.1 0.6 0.4 0.2215
H -1.886106 -2.555188 2.021842 0.1 0.8 0.0 0.2217
H -2.063483 -0.876809 1.354159 0.4 -0.6 0.0 0.2057
H -0.348798 -1.633475 3.832790 -0.5 0.5 -0.3 0.2012
H -1.911796 -0.661965 3.771402 0.7 -0.6 -0.1 0.2209
H -0.300621 0.764447 1.939643 0.1 -0.3 0.7 0.2016
H -0.725979 1.236897 3.599838 0.5 -0.5 -0.4 0.2288
H 1.570637 -0.696591 3.700339 -0.2 0.7 -0.1 0.2215
H 1.387136 0.980487 4.371462 0.5 -0.5 -0.7 0.2400
H 1.676295 1.321442 1.450017 0.6 -0.8 0.2 0.2725
H 2.777435 1.794369 2.759398 0.0 -0.7 -0.7 0.2639
H 4.678295 0.037067 2.456390 -0.6 0.3 -0.5 0.1922
H 3.266594 0.566573 -0.419376 0.2 -0.7 0.5 0.2524
H 4.291258 -2.195203 -1.109021 -0.2 0.6 0.4 0.2484
H 2.662175 -1.522755 -1.350764 0.5 -0.1 0.7 0.2507
H 3.122508 -2.322121 0.224591 0.0 0.4 -0.8 0.2331
H 5.993001 -0.427056 0.510781 -0.2 0.5 -0.6 0.2057
H 5.565773 1.224802 -0.062202 -0.5 -0.7 0.1 0.2265
H 5.112493 -0.286845 -2.421577 0.4 0.2 0.5 0.2127
H 6.366289 -1.242421 -1.595914 -0.5 0.6 -0.1 0.2129
H 7.497964 1.298549 -1.325796 0.0 -0.3 -0.6 0.2097
H 6.612886 1.456123 -2.896362 0.5 -0.3 0.6 0.2198
H 7.845870 0.177651 -2.736924 -0.5 0.4 0.6 0.2331
```
Positions in Å, forces in eV/Å.

The LUMO energy comes out at -3.07 eV. Its HOMO energy is -12.37 eV. The charge is +1. As for the electronic energy: -1224.9906 hartree.



Entry 2:
Computed, not measured: C21H46BIN3O17PS6 as an isolated structure, with ωB97M-V with the def2-TZVPD basis set.

The geometry in XYZ format:
```
96
Properties=species:S:1:pos:R:3:forces:R:3:lowdin_charge:R:1
N 1.074128 -2.282444 -0.001724 -1.1 0.2 0.1 0.2030
B 0.315399 -1.505039 -0.953035 -0.1 0.0 0.6 -0.5834
O 0.338388 -1.822175 -2.298884 0.1 0.6 0.2 0.1279
C -0.493238 -0.254945 -0.395047 0.1 -0.2 -0.6 -0.1094
C 0.309520 0.822627 0.101204 -0.4 0.5 0.4 -0.0633
C -0.229876 1.951228 0.663738 0.0 0.1 0.0 -0.3904
P 0.979869 3.168420 1.282801 0.6 -0.5 0.0 0.5249
O 0.759000 4.466711 0.308747 -0.4 -0.1 0.2 -0.3721
I 0.028493 3.748164 3.474508 -0.1 0.2 -0.3 0.4836
C -1.654674 2.027837 0.725859 0.2 0.2 0.1 -0.3996
N -2.375482 3.022703 1.244714 -0.2 0.2 0.0 -0.2594
S -3.911544 2.612205 1.074398 0.0 -0.1 -0.2 1.0165
N -3.769081 1.187948 0.341376 -0.2 0.2 0.3 -0.2064
C -2.457476 0.974852 0.215441 -0.1 -0.6 -0.4 -0.3839
C -1.858554 -0.181677 -0.359247 0.7 0.1 -0.1 -0.0280
H 0.774396 -3.253225 0.010461 0.7 -0.2 -0.3 0.0963
H 0.949407 -1.941364 0.946761 0.3 0.0 0.1 0.0569
H 1.274893 -1.836031 -2.540129 0.0 -0.8 -0.4 0.0795
H 1.389316 0.746621 0.047900 0.1 -0.1 0.0 0.1051
H 1.628672 4.669118 -0.052695 0.0 0.2 -0.1 0.0351
H -2.456422 -0.986203 -0.760290 -0.3 0.1 0.0 0.1099
O -4.208404 -1.415942 -2.375173 0.0 0.4 -0.1 -0.2801
S -3.826325 -1.790180 -3.705367 0.3 -0.8 -0.1 0.5738
O -3.353178 -0.817151 -4.643764 -0.1 0.3 0.2 -0.2715
O -5.010231 -2.619633 -4.361673 0.0 0.0 0.0 -0.2588
C -6.320889 -2.013537 -4.401058 -0.5 0.3 -0.1 -0.2466
C -6.433487 -0.933386 -5.458237 0.2 0.1 0.0 -0.0726
C -2.654345 -3.097955 -3.622488 0.0 0.0 0.0 -0.1047
H -6.577428 -1.632074 -3.411495 0.2 0.0 0.0 0.1153
H -7.006977 -2.827620 -4.624848 0.2 -0.2 0.0 0.1215
H -5.801828 -0.078463 -5.221981 0.0 0.0 0.0 0.0696
H -7.464531 -0.585870 -5.525796 0.0 -0.1 0.0 0.0820
H -6.122083 -1.314314 -6.430703 -0.1 0.0 0.0 0.0853
H -3.021593 -3.855565 -2.935385 0.0 0.0 0.0 0.0795
H -1.718806 -2.670575 -3.260716 0.0 0.1 0.0 0.0535
H -2.517183 -3.507002 -4.619796 0.0 0.0 0.0 0.0805
O -1.132865 -3.755467 3.763818 0.2 -0.1 0.0 -0.2721
S -1.010231 -2.335715 3.627094 -0.4 0.3 0.0 0.5694
O 0.285343 -1.726573 3.556787 0.2 -0.2 -0.1 -0.2788
O -1.860696 -1.632828 4.766381 0.0 0.0 -0.1 -0.2582
C -1.599464 -2.000900 6.139882 0.2 -0.1 0.6 -0.2425
C -0.316661 -1.393795 6.672455 0.1 0.0 -0.2 -0.0669
C -1.949692 -1.776210 2.253732 -0.2 -0.1 0.3 -0.1087
H -1.597984 -3.088009 6.233084 0.0 0.0 -0.2 0.1148
H -2.450839 -1.625997 6.703972 -0.1 0.1 -0.2 0.1216
H 0.556402 -1.801126 6.164530 0.0 0.0 0.0 0.0720
H -0.218693 -1.603018 7.737567 -0.1 0.0 0.0 0.0853
H -0.311636 -0.314258 6.522693 0.0 0.0 0.1 0.0793
H -2.946514 -2.208347 2.292683 0.0 0.0 0.0 0.0902
H -1.425615 -2.107034 1.366023 0.1 -0.1 0.0 0.0513
H -1.990473 -0.692869 2.286794 0.0 0.0 0.0 0.0727
O 3.302082 -2.949473 -3.427946 -0.2 -0.2 0.0 -0.2793
S 3.835480 -2.481406 -4.675007 0.4 0.8 -0.2 0.5731
O 3.383460 -3.022985 -5.917889 -0.2 -0.3 0.1 -0.2687
O 5.421020 -2.550197 -4.612912 0.0 0.0 0.0 -0.2617
C 6.033154 -3.819350 -4.295182 0.2 -0.5 0.1 -0.2475
C 5.993708 -4.793243 -5.455890 -0.2 0.1 -0.1 -0.0736
C 3.706182 -0.729696 -4.749727 0.0 0.1 0.1 -0.1190
H 5.563132 -4.239637 -3.404701 -0.1 0.1 0.0 0.1150
H 7.064319 -3.585038 -4.039527 0.0 0.2 0.0 0.1213
H 4.973171 -5.092180 -5.689797 0.0 0.0 0.0 0.0704
H 6.562451 -5.689660 -5.207995 0.1 0.0 0.0 0.0815
H 6.417284 -4.339706 -6.351745 0.1 0.0 0.0 0.0850
H 4.076424 -0.307208 -3.819583 0.0 0.0 0.0 0.0802
H 2.655259 -0.480594 -4.886997 0.0 0.0 0.0 0.0657
H 4.284380 -0.373293 -5.597153 0.0 0.0 0.0 0.0798
O 1.668938 2.154117 -5.033510 0.3 -0.1 0.2 -0.2873
S 0.812629 3.272880 -4.768038 -0.4 0.1 -0.3 0.5629
O 0.872763 3.939443 -3.504065 0.2 -0.1 0.1 -0.2771
O -0.675344 2.836316 -5.083552 0.1 0.1 0.0 -0.2537
C -1.161257 1.637345 -4.423063 -0.3 -0.4 0.3 -0.2290
C -1.481474 1.881291 -2.967338 0.2 0.3 0.0 -0.0524
C 0.975287 4.469217 -6.047482 0.0 0.0 -0.1 -0.1204
H -0.438925 0.829606 -4.547054 0.1 0.1 -0.1 0.1145
H -2.065080 1.347131 -4.950970 0.1 0.2 -0.2 0.1061
H -0.584215 2.111347 -2.393007 0.0 0.0 0.0 0.0691
H -1.942615 0.996975 -2.538568 -0.1 -0.1 -0.1 0.0626
H -2.163914 2.726049 -2.860383 0.0 0.0 0.0 0.0990
H 0.908802 3.968754 -7.009351 0.0 0.0 0.0 0.0749
H 1.949334 4.938011 -5.927251 0.0 0.0 0.0 0.0757
H 0.186135 5.207206 -5.933686 0.0 0.0 0.0 0.0760
O 3.235884 1.717375 9.864225 0.0 -0.2 -0.1 -0.2732
S 1.951092 2.337855 9.761590 -0.1 0.4 0.0 0.5625
O 0.811074 1.576772 9.353087 0.0 -0.2 0.0 -0.2806
O 2.078328 3.629022 8.845459 0.0 0.1 0.1 -0.2638
C 2.646068 3.468670 7.525489 0.2 -0.1 -0.5 -0.2412
C 1.686022 2.816153 6.553296 -0.1 -0.2 0.3 -0.1294
C 1.571205 3.171546 11.263961 0.0 0.1 0.0 -0.1227
H 3.582653 2.913205 7.594488 0.0 0.0 0.2 0.1158
H 2.889148 4.475244 7.191112 -0.1 0.1 0.2 0.1222
H 1.478940 1.784481 6.836320 0.0 0.0 0.0 0.0652
H 2.108811 2.813657 5.551489 0.1 0.1 0.0 0.0309
H 0.736239 3.349599 6.536944 0.0 0.1 0.0 0.0473
H 2.426960 3.771309 11.560202 0.0 0.0 0.0 0.0744
H 1.363650 2.407446 12.009513 0.0 0.0 0.0 0.0761
H 0.693129 3.791722 11.106322 0.0 0.0 0.0 0.0747
```
Positions in Å, forces in eV/Å.

The LUMO energy comes out at -0.68 eV. Its HOMO energy is -8.55 eV. As for the electronic energy: -5324.2287 hartree.



> Which of these has the lowest HOMO energy?

C21H45S